1.
The following is a DFT calculation (the ωB97M-V functional and the def2-TZVPD basis) of C20H21N3O5 in the gas phase.

Geometry (Å):
C1 -5.710 -0.427 0.860
H1 -5.374 -0.419 1.902
O1 -4.731 0.098 -0.004
C2 -3.526 -0.537 -0.077
C3 -3.170 -1.666 0.643
C4 -1.907 -2.217 0.485
C5 -0.992 -1.649 -0.380
C6 -1.349 -0.497 -1.110
C7 -2.609 0.043 -0.959
H2 -2.921 0.923 -1.495
O2 -0.370 0.011 -1.923
C8 -0.691 1.096 -2.759
H3 -0.927 1.991 -2.174
H4 0.200 1.276 -3.358
H5 -1.529 0.856 -3.419
N1 0.315 -2.116 -0.560
C9 1.017 -2.997 0.192
O3 0.554 -3.759 1.007
C10 2.528 -2.888 -0.088
N2 2.906 -1.493 -0.094
C11 2.890 -0.697 1.019
O4 2.834 -1.074 2.159
C12 2.945 0.748 0.516
N3 3.244 0.537 -0.890
C13 3.067 -0.748 -1.271
O5 3.068 -1.207 -2.384
H6 3.232 1.282 -1.565
C14 1.580 1.417 0.661
C15 1.355 2.618 -0.002
C16 0.122 3.240 0.068
C17 -0.905 2.667 0.798
C18 -0.686 1.475 1.464
C19 0.549 0.853 1.400
H7 0.699 -0.070 1.937
H8 -1.480 1.017 2.033
H9 -1.872 3.145 0.844
H10 -0.035 4.175 -0.451
H11 2.147 3.078 -0.577
C20 4.036 1.536 1.238
H12 4.022 2.580 0.937
H13 3.860 1.473 2.309
H14 5.012 1.111 1.015
H15 3.068 -3.417 0.700
H16 2.774 -3.306 -1.067
H17 0.804 -1.613 -1.290
H18 -1.622 -3.092 1.045
H19 -3.857 -2.134 1.329
H20 -6.575 0.226 0.756
H21 -5.990 -1.447 0.578

Calculated values
- E_HOMO: -7.862 eV
- Energy: -35790.248 eV
- Max |F|: 0.66 eV/A
- Energy above the lowest of the compared OMol25 structures with the same formula, charge and spin: 0.0 kJ/mol

2.
The following is a DFT calculation (the ωB97M-V functional and the def2-TZVPD basis) of C20H21N3OS in the gas phase in a non-equilibrium geometry.

Geometry (Å):
C1 -4.133 -2.258 0.756
H1 -5.132 -2.197 0.334
H2 -3.451 -2.585 -0.025
H3 -4.135 -3.001 1.550
C2 -3.690 -0.901 1.303
C3 -3.657 0.150 0.228
C4 -4.848 0.585 -0.343
C5 -4.867 1.562 -1.320
C6 -3.682 2.141 -1.741
C7 -2.488 1.726 -1.185
C8 -2.470 0.730 -0.216
N1 -1.221 0.355 0.351
C9 -0.576 -0.781 -0.033
N2 0.579 -1.075 0.623
C10 1.062 -0.284 1.739
C11 1.929 0.863 1.322
C12 3.250 1.124 1.535
C13 3.533 2.332 0.852
C14 2.367 2.717 0.273
O1 1.387 1.840 0.556
H4 2.109 3.555 -0.342
H5 4.476 2.835 0.799
H6 3.936 0.531 2.103
H7 1.654 -0.940 2.383
H8 0.199 0.072 2.313
C15 1.516 -2.030 0.069
C16 2.670 -1.334 -0.597
C17 3.991 -1.613 -0.272
C18 5.004 -0.895 -0.885
C19 4.653 0.089 -1.795
N3 3.401 0.355 -2.126
C20 2.442 -0.344 -1.552
H9 1.434 -0.102 -1.864
H10 5.404 0.693 -2.288
H11 6.040 -1.089 -0.654
H12 4.221 -2.382 0.454
H13 0.962 -2.630 -0.661
H14 1.875 -2.687 0.868
S1 -1.196 -1.783 -1.196
H15 -0.632 1.138 0.606
H16 -1.553 2.165 -1.506
H17 -3.687 2.908 -2.501
H18 -5.807 1.878 -1.749
H19 -5.777 0.151 -0.003
H20 -4.390 -0.583 2.082
H21 -2.703 -1.002 1.756

Calculated values
- E_HOMO: -7.986 eV
- Energy: -38433.677 eV
- Max |F|: 1.08 eV/A
- Energy above the lowest of the compared OMol25 structures with the same formula, charge and spin: 140.6 kJ/mol

3.
The following is a DFT calculation (the ωB97M-V functional and the def2-TZVPD basis) of a molecular structure, C20H21N4ORuS5Sb.

Geometry (Å):
Ru1 -0.167 -0.048 0.498
C1 -4.276 1.277 -0.226
C2 -4.418 0.948 -1.569
C3 -3.390 0.326 -2.254
C4 -2.180 0.035 -1.608
C5 -2.028 0.370 -0.238
C6 -3.085 0.976 0.432
C7 -1.051 -0.622 -2.226
C8 -0.880 -0.847 -3.590
C9 0.265 -1.443 -4.067
C10 1.257 -1.906 -3.150
C11 2.440 -2.534 -3.556
C12 3.347 -3.026 -2.631
C13 3.062 -2.938 -1.274
C14 1.901 -2.315 -0.842
C15 1.007 -1.732 -1.757
N1 -0.086 -1.027 -1.322
H1 -5.085 1.765 0.307
H2 -5.348 1.171 -2.081
H3 -3.533 0.045 -3.291
H4 -2.991 1.219 1.484
H5 -1.656 -0.535 -4.277
H6 0.420 -1.594 -5.129
H7 2.629 -2.640 -4.619
H8 4.256 -3.509 -2.967
H9 3.736 -3.370 -0.543
H10 1.672 -2.283 0.215
S1 4.000 -2.215 2.584
Sb1 4.395 -0.105 1.682
S2 2.109 0.519 0.486
S3 2.433 2.337 -0.195
S4 4.046 1.081 3.666
C16 -0.233 -4.012 2.960
C17 -0.126 -2.565 2.553
N2 0.632 -1.773 3.321
O1 -0.765 -2.135 1.591
H11 0.330 -4.217 3.868
H12 0.140 -4.638 2.150
H13 -1.286 -4.250 3.105
H14 1.382 -2.127 3.892
H15 0.742 -0.816 3.014
S5 -0.444 1.393 2.558
C18 -0.428 2.915 1.849
N3 -0.027 4.030 2.493
C19 0.067 5.169 1.584
C20 -0.592 4.628 0.298
N4 -0.903 3.250 0.647
H16 0.559 3.940 3.303
H17 1.108 5.453 1.417
H18 -0.478 6.019 1.995
H19 0.090 4.656 -0.552
H20 -1.504 5.173 0.051
H21 -1.068 2.527 -0.038

Calculated values
- E_HOMO (spin up / spin down): -1.934 / -4.398 eV
- Energy: -92386.994 eV
- Multiplicity: 6
- Max |F|: 0.73 eV/A
- Energy above the lowest of the compared OMol25 structures with the same formula, charge and spin: 99.3 kJ/mol
- Net charge: -1

4.
The following is a DFT calculation (the ωB97M-V functional and the def2-TZVPD basis) of a molecular structure, C20H21N8O2RbSe2Te2.

Geometry (Å):
Rb1 -1.009 0.324 -1.208
O1 -0.570 -1.857 -2.871
N1 -0.565 -1.862 -4.121
N2 -0.648 -0.659 -4.624
O2 -0.735 0.390 -3.860
C1 -0.696 -0.532 -6.028
C2 -0.527 -1.627 -6.880
C3 -0.586 -1.443 -8.249
C4 -0.808 -0.181 -8.793
C5 -0.969 0.900 -7.939
C6 -0.914 0.732 -6.563
H1 -0.355 -2.603 -6.453
H2 -0.454 -2.297 -8.904
H3 -0.852 -0.047 -9.867
H4 -1.141 1.889 -8.346
H5 -1.035 1.553 -5.871
Se1 -1.183 5.460 1.143
Te1 -1.205 4.070 3.225
Te2 -1.959 1.551 2.226
Se2 -1.186 -0.114 3.918
C7 1.962 0.922 2.251
C8 1.860 -0.398 1.584
N3 1.143 -0.700 0.531
C9 1.355 -2.037 0.274
C10 2.212 -2.557 1.189
N4 2.546 -1.503 2.023
C11 3.554 -1.565 3.042
N5 3.045 -1.388 4.383
N6 3.847 -0.780 5.285
N7 3.324 -0.872 6.449
C12 2.163 -1.602 6.348
C13 1.233 -1.978 7.321
C14 0.144 -2.699 6.897
C15 -0.040 -3.037 5.541
C16 0.860 -2.668 4.567
C17 1.973 -1.948 5.008
H6 1.652 1.711 1.571
H7 2.982 1.115 2.595
H8 1.293 0.938 3.119
H9 0.885 -2.531 -0.563
H10 2.621 -3.543 1.329
H11 4.309 -0.791 2.907
H12 4.032 -2.543 2.956
H13 1.367 -1.680 8.353
H14 -0.619 -2.987 7.609
H15 -0.943 -3.553 5.243
H16 0.678 -2.866 3.521
C18 -3.191 5.048 -1.722
C19 -3.900 4.106 -0.753
C20 -3.821 2.704 -1.142
N8 -3.750 1.586 -1.397
H17 -3.233 6.059 -1.322
H18 -3.647 5.026 -2.714
H19 -2.141 4.773 -1.805
H20 -4.953 4.376 -0.637
H21 -3.408 4.215 0.219

Calculated values
- E_HOMO: -0.512 eV
- Energy: -183031.206 eV
- Max |F|: 0.76 eV/A
- Energy above the lowest of the compared OMol25 structures with the same formula, charge and spin: 0.0 kJ/mol
- Net charge: -2

5.
The following is a DFT calculation (the ωB97M-V functional and the def2-TZVPD basis) of C20H21NO4 in the gas phase.

Geometry (Å):
O1 1.710 1.926 -0.868
C1 0.547 1.608 -0.720
O2 0.091 0.382 -0.976
C2 1.041 -0.603 -1.358
H1 0.450 -1.398 -1.819
C3 1.725 -1.179 -0.107
O3 1.075 -1.789 0.723
N1 3.044 -0.990 0.022
C4 3.948 -0.251 -0.843
C5 5.243 -0.166 -0.035
H2 6.121 -0.100 -0.674
C6 5.210 -1.442 0.804
C7 3.737 -1.543 1.177
H3 3.392 -2.564 1.357
H4 3.507 -0.945 2.065
H5 5.855 -1.391 1.678
H6 5.506 -2.299 0.198
H7 5.217 0.707 0.616
H8 3.545 0.737 -1.070
H9 4.111 -0.805 -1.776
H10 1.753 -0.184 -2.072
C8 -0.494 2.550 -0.256
C9 -0.112 3.882 -0.114
C10 -0.996 4.839 0.337
C11 -2.289 4.459 0.661
C12 -2.692 3.144 0.533
C13 -1.811 2.164 0.070
O4 -2.138 0.872 -0.084
C14 -3.407 0.403 0.325
C15 -3.452 -1.091 0.124
C16 -2.311 -1.860 0.304
C17 -2.364 -3.232 0.129
C18 -3.556 -3.847 -0.214
C19 -4.698 -3.084 -0.388
C20 -4.645 -1.711 -0.225
H11 -5.538 -1.117 -0.367
H12 -5.631 -3.557 -0.658
H13 -3.597 -4.919 -0.346
H14 -1.466 -3.815 0.269
H15 -1.376 -1.390 0.567
H16 -3.570 0.635 1.390
H17 -4.204 0.884 -0.260
H18 -3.705 2.880 0.794
H19 -2.996 5.194 1.018
H20 -0.686 5.867 0.439
H21 0.906 4.138 -0.368

Calculated values
- E_HOMO: -8.770 eV
- Energy: -30761.365 eV
- Max |F|: 0.68 eV/A
- Energy above the lowest of the compared OMol25 structures with the same formula, charge and spin: 182.8 kJ/mol